No. 1
ORCA calculation (ωB97M-V/def2-TZVPD) on a 11-piece molecular cluster, C26H75N2O10 overall.

The geometry in XYZ format:
```
113
C26H75N2O10 (ωB97M-V/def2-TZVPD)
O 0.79 0.38 6.10
O -3.73 4.04 1.85
H -4.59 -1.87 1.73
H 0.77 -0.49 1.89
O -1.57 -3.09 -2.97
H 3.44 0.78 -7.31
C -0.52 -0.54 -0.76
O 4.15 4.12 -8.35
O -5.59 -4.20 4.02
H -0.52 8.04 2.93
C 2.18 1.78 4.67
H -0.62 3.58 3.06
H 4.83 1.70 -9.16
H 0.96 1.26 1.88
H -2.15 3.38 3.93
C 6.45 4.77 -7.88
H 0.67 -2.44 5.68
H -1.05 0.01 -1.55
H 0.35 8.19 1.40
H 1.48 0.14 -0.29
C 0.30 1.88 -0.58
C 4.37 0.29 -7.60
H 5.37 4.92 -9.74
H -3.49 -2.53 -3.07
H 1.73 -0.31 4.39
H 3.05 -3.09 6.08
C 0.34 0.43 1.49
H 1.03 -3.96 4.86
O -3.01 -6.61 3.42
H -1.87 4.15 0.97
H -4.84 -4.78 3.87
H 7.24 5.47 -8.16
C -2.82 -3.19 -3.62
H -0.68 2.29 -0.34
H -0.90 -1.85 0.89
H 2.15 -3.13 7.59
H 0.02 0.65 5.60
H 6.80 3.75 -8.06
H -0.28 6.61 1.92
H -3.47 0.02 -0.97
H -2.51 -5.33 4.91
H 1.86 -2.28 -4.28
O -2.88 7.30 1.79
N -2.52 -0.58 0.84
H 5.64 0.14 -9.33
H -2.96 7.60 2.69
O 2.69 -1.70 -1.78
H 3.71 -0.28 -2.89
O -0.13 -4.16 6.49
C 0.45 0.44 -0.04
H -4.44 1.87 0.61
H -4.14 0.72 1.73
H 1.06 2.53 -0.11
C -2.37 3.63 1.80
H -0.69 0.56 1.83
H 2.83 -1.05 -5.10
H -0.93 -3.65 -3.43
C -2.39 -6.39 4.69
H -4.41 -2.49 4.13
H -0.41 -6.17 3.90
H 3.62 -2.38 -4.27
H 2.75 0.04 5.80
C 2.24 -3.59 6.61
H -5.67 -3.27 1.45
O 4.16 -1.10 -7.38
H -2.92 -7.54 3.21
C -4.85 -2.88 2.07
C 4.71 0.63 -9.03
N -4.37 0.87 0.75
H -6.12 -2.27 3.71
H 0.10 -1.29 -1.29
C 0.94 -3.48 5.84
C -3.36 -4.61 -3.62
H 3.04 1.78 4.01
H 5.16 0.66 -6.93
C 5.19 5.04 -8.67
H -2.69 -5.29 -4.16
H -0.27 -3.75 7.35
H -3.45 -4.97 -2.59
H -1.95 -2.12 -0.51
H -1.98 9.05 1.15
C -1.79 7.97 1.18
H -3.73 4.99 2.02
H 2.36 2.48 5.49
C -5.24 -2.89 3.53
H 3.43 -2.31 -1.77
H -0.46 -6.54 5.63
H 6.27 4.88 -6.81
H -1.74 7.60 0.16
C -0.48 7.69 1.90
H 0.47 1.92 -1.66
C -1.66 3.91 3.11
H -2.92 -6.96 5.46
H -2.37 2.56 1.58
H -2.51 1.30 -0.16
H -3.97 -3.50 1.90
C 2.80 -0.89 -2.94
H -1.68 4.98 3.34
H 1.94 -0.21 -2.90
C 2.77 -1.69 -4.23
H -0.78 -7.81 4.43
H 2.52 -4.64 6.76
C -3.16 0.39 0.04
H 3.92 0.28 -9.70
C 1.90 0.40 5.22
H 4.97 -1.56 -7.62
H -4.34 -4.66 -4.09
H 1.32 2.14 4.10
H 3.95 4.21 -7.42
H 4.84 6.07 -8.50
C -0.92 -6.75 4.67
H -2.75 -2.81 -4.65
C -1.52 -1.32 0.14
```

Computed properties:
- ΔE to the lowest compared entry with this formula, charge and spin: 0.0 kcal/mol
- Highest occupied orbital energy: -1.4047 eV
- Lowest unoccupied orbital energy: 1.896 eV
- Kohn-Sham gap: 3.30 eV
- Total charge: -1

=====

No. 2
ORCA calculation (ωB97M-V/def2-TZVPD) on a 11-piece molecular cluster, C26H76N2O11 overall in a non-equilibrium geometry.

The geometry in XYZ format:
```
115
C26H76N2O11 (ωB97M-V/def2-TZVPD)
H -3.40 -1.09 -4.78
H -2.27 -0.05 -1.85
H 3.13 1.49 -2.81
C 3.76 5.27 -1.34
C 3.73 0.08 -1.38
C 2.73 4.28 -3.47
H -0.09 2.53 -1.35
H -3.74 0.82 3.00
H 1.43 5.48 -0.79
H -2.85 3.50 -1.02
H -0.01 1.85 1.57
H -2.36 -1.11 0.33
H -0.76 2.07 -2.86
H 4.00 0.51 -4.58
H -2.80 1.64 5.19
H -1.25 -4.61 -4.57
H -3.13 2.51 0.48
H -3.21 -0.61 5.78
H -3.81 -3.85 -5.24
H 1.11 -1.81 -4.67
H 2.54 -3.75 5.96
O 3.21 2.91 1.71
O 4.21 0.06 -3.76
C 0.85 2.20 2.15
H 1.19 -4.92 1.64
H 0.41 -1.49 3.91
C 3.09 -5.29 2.54
H -5.49 -3.85 1.99
H 2.00 3.58 -3.87
H -0.54 -2.12 -1.71
H -0.10 -2.44 -3.61
O -2.51 4.48 1.81
N -1.32 -2.23 -1.08
O -0.37 -4.77 -4.92
H 3.65 3.75 -3.72
H 1.97 -3.35 2.31
H -0.73 -2.38 5.06
H 3.66 6.34 -1.54
H -4.45 4.83 1.10
H 2.59 -5.91 3.29
C -3.43 3.38 -0.11
O -2.95 -0.46 4.88
H -5.65 -1.54 -3.61
C 0.02 1.80 -2.15
H -2.16 -2.33 -1.64
C 0.26 -3.63 -5.44
C -4.71 -1.97 -3.27
H -1.84 1.11 -0.66
H 4.60 0.62 -1.00
H 1.39 5.63 -2.47
C -2.44 0.80 4.60
H -1.37 0.91 4.72
H 2.91 -0.06 -0.67
O 4.23 -4.49 3.03
C 2.67 4.42 -2.02
H 2.62 3.42 -1.60
H 3.60 3.46 1.03
H 5.64 5.47 0.37
C -4.68 -4.57 2.13
C 4.66 5.83 0.69
H -2.66 -4.54 2.53
H -3.12 5.62 0.26
C 1.39 -2.31 5.76
H 1.46 3.48 0.63
H 3.35 -6.06 1.82
H 4.69 4.98 -1.82
H 4.67 5.41 1.70
O -4.14 -2.96 -5.40
C 1.88 2.61 1.14
C -1.46 -1.04 -0.28
C -3.41 4.72 0.79
H -2.38 -3.33 0.37
H -2.19 0.27 2.46
C -3.35 -3.94 1.93
H 2.59 5.22 -4.02
H -3.01 4.00 2.48
H 2.29 -1.83 5.38
H -3.47 -2.96 2.40
H -0.03 -0.74 5.28
O -3.17 -3.85 0.53
O 3.78 4.97 0.03
H 0.56 2.93 2.90
C -3.63 -2.07 -4.35
H 4.66 6.91 0.54
H 2.33 -4.01 0.80
C -0.32 -1.17 0.73
C 0.16 -1.76 4.94
H -4.85 -5.30 1.34
H -2.33 1.96 2.88
C 3.29 0.41 -2.77
H -4.84 -4.97 3.14
H -2.63 -2.28 -3.97
H 0.96 2.07 -2.63
H -4.87 -3.02 -3.02
O -0.25 0.40 -1.74
C 2.08 -4.31 1.81
C -1.46 0.23 -1.18
H -4.42 3.18 -0.51
H -0.49 -3.03 -5.96
H 0.65 -0.97 0.26
H 3.95 -0.99 -1.35
H 1.98 1.83 0.38
C -2.67 0.96 3.16
H 1.17 1.37 2.78
H -4.37 -1.53 -2.34
H 1.14 -3.86 -6.05
H -0.30 -2.16 1.17
O 1.69 -3.65 5.53
H 2.37 -0.05 -3.13
H -0.37 -0.39 1.49
H 1.31 -2.09 6.82
H 1.55 -3.12 -3.70
N 1.46 5.01 -1.68
C 0.71 -2.74 -4.27
H 4.59 -3.90 2.36
```

Computed properties:
- ΔE to the lowest compared entry with this formula, charge and spin: 20.7 kcal/mol
- Highest occupied orbital energy (alpha / beta): -11.2317 / -11.2317 eV
- ⟨S²⟩: 0.754
- Lowest unoccupied orbital energy (alpha / beta): -3.186 / -8.875 eV
- Multiplicity: 2
- Kohn-Sham gap (alpha / beta): 8.05 / 2.36 eV
- Total charge: +1

=====

No. 3
ORCA calculation (ωB97M-V/def2-TZVPD) on a 12-piece molecular cluster, C26H76N2O12 overall in a non-equilibrium geometry.

The geometry in XYZ format:
```
116
C26H76N2O12 (ωB97M-V/def2-TZVPD)
H -1.75 -4.66 2.69
C -4.39 0.45 0.53
H 1.65 -4.79 0.26
C 1.03 0.06 -3.65
C -1.16 -2.95 -1.86
H 2.96 3.40 -1.95
H 0.48 -0.28 2.95
H -2.36 1.06 5.37
C -1.97 1.66 4.53
H 0.58 -1.70 -0.98
H -2.96 0.07 1.87
C 3.67 -1.92 -2.08
C -0.19 -3.50 4.45
C -2.47 -0.03 -4.50
C 4.53 -0.92 -1.40
O -4.38 1.81 0.78
C 0.12 1.75 0.99
H -2.18 -2.01 5.25
H 0.29 0.56 -4.25
O -3.81 -0.55 -2.69
H 1.51 -3.84 1.80
C -2.24 -2.66 -0.72
H -3.45 -1.35 0.85
H 3.10 -2.31 -4.21
C 1.03 5.10 -0.29
H -1.38 -2.18 -2.74
H 3.96 -0.79 -3.87
H -1.38 0.15 -2.00
H 5.50 -0.73 -1.88
H -2.81 4.60 2.65
H -5.24 -1.05 -0.64
H 2.70 -1.65 -1.75
H 3.48 -3.30 -0.94
C 0.13 -0.50 1.98
H -0.66 1.79 1.74
C -3.10 0.39 -3.17
H 3.27 -4.84 3.34
C 3.17 -2.58 1.65
H -5.66 0.71 -0.94
H 1.81 -0.11 -4.31
H -3.80 1.21 -3.30
O 1.69 0.25 0.40
H -4.43 -0.16 -2.02
H 4.67 3.51 -0.78
H -0.93 -0.52 1.89
H -3.47 1.72 3.15
O -1.20 -4.07 -2.34
C 0.23 -2.74 -1.22
H -1.53 5.06 -0.58
H 0.21 -4.47 4.08
H 3.23 -2.23 2.72
H -1.79 5.54 1.61
C 4.36 2.46 -0.87
O -2.19 -4.12 3.33
H -1.63 -1.10 3.92
H -0.34 7.84 -2.03
N -5.15 -0.03 -0.44
H -1.90 -0.85 -4.16
H 2.92 -6.01 2.17
N -3.52 -0.31 1.05
C -2.17 -1.97 4.21
O 3.92 -3.14 -1.72
C -1.39 -3.13 3.53
C 3.91 -1.82 -3.62
H -0.42 6.71 0.13
H 1.06 -3.10 -1.89
H -3.34 -0.22 -5.11
H -1.93 -4.11 -2.95
O 1.15 0.81 -2.50
H 0.96 4.17 -0.87
O 3.08 2.55 -1.49
H 4.15 -2.48 1.28
H 0.99 4.96 0.79
H -3.17 -3.04 -0.98
C -2.07 0.94 -2.27
C -0.07 6.07 -0.72
H 3.96 0.10 -1.61
C 2.58 -3.98 1.50
H 2.57 -1.85 1.16
H 1.95 1.33 -2.42
H -0.41 -3.63 5.48
H 5.10 2.00 -1.52
H 0.50 -1.51 1.87
H 0.20 -3.15 -0.23
H 4.79 -2.29 -3.97
C -2.07 4.58 1.83
H -0.12 0.02 -0.07
H -3.09 -1.77 3.76
O 2.38 -4.25 0.29
H 2.00 5.52 -0.45
H 4.59 -0.99 -0.31
C 0.41 7.07 -1.83
O -1.05 5.47 -1.22
H 1.27 7.72 -1.42
C 3.35 -5.04 2.26
H -3.00 3.00 0.92
H 1.84 0.91 -0.26
H 0.55 -0.85 -3.45
H 4.37 -5.06 1.94
H -0.88 1.61 4.47
H -2.28 -1.59 -0.64
H 0.91 2.26 1.42
H 0.65 6.64 -2.75
H -1.85 0.71 -4.99
C 0.50 0.32 0.73
H 0.51 -2.74 4.24
H -2.03 -3.13 0.19
O -2.63 1.28 3.30
H -1.04 -2.96 2.51
H -2.20 2.68 4.74
H 4.32 1.75 0.01
H -1.22 4.07 2.29
H -0.21 2.29 0.12
H -2.55 1.16 -1.29
H -1.62 1.89 -2.63
O -2.63 3.86 0.74
```

Computed properties:
- ΔE to the lowest compared entry with this formula, charge and spin: 183.0 kcal/mol
- Highest occupied orbital energy: -9.3100 eV
- Lowest unoccupied orbital energy: 0.296 eV
- SMILES: NC(N)=O.CC(C)O.CC(C)O.CC(C)O.CC(C)O.CC(C)O.CC(C)O.CC(C)O.CO.CO.CO.CO
- Kohn-Sham gap: 9.61 eV

=====

No. 4
ORCA calculation (ωB97M-V/def2-TZVPD) on a 11-piece molecular cluster, C26H76N2O20 overall in a non-equilibrium geometry.

The geometry in XYZ format:
```
124
C26H76N2O20 (ωB97M-V/def2-TZVPD)
H -1.87 -3.63 -1.37
H 5.01 4.63 1.52
C 4.00 -0.81 -0.67
H 2.00 2.49 2.08
C 0.79 0.62 -0.33
H 4.35 1.46 -5.85
O -1.35 3.79 -2.93
H 0.15 3.87 1.53
H 3.59 3.26 -0.13
H 2.79 -0.01 4.64
H -2.26 2.35 -4.12
H -3.72 -2.78 -0.09
O 4.46 0.46 -0.38
H -2.51 3.62 1.62
O 4.36 3.93 1.47
O 0.19 0.79 3.94
H 3.20 -1.17 -0.02
C 2.69 4.61 -2.42
O 3.61 0.87 -5.69
H 3.96 1.16 -0.80
H 2.85 5.39 -3.16
H 0.33 0.45 3.05
O -4.96 -0.30 0.37
H 3.23 4.33 3.17
H 2.94 2.57 -4.74
H -4.96 -3.29 -3.69
C -3.22 2.21 -2.21
O 3.59 2.79 -0.97
C -4.86 -7.42 -3.02
H -1.73 -2.76 0.75
H 2.66 -1.55 6.61
H 1.79 1.02 -0.44
H 2.18 5.71 -0.82
O -2.46 -2.89 1.37
H -2.60 5.10 1.12
C -3.73 -0.91 0.80
C -0.50 4.62 1.08
C 0.44 -0.52 0.68
H -1.21 4.90 3.60
H 0.34 1.58 -0.08
O -0.57 4.41 -0.32
H -5.02 -3.55 -1.90
H -0.55 -0.24 1.06
H 0.36 4.45 -0.56
C 3.90 3.57 2.78
C 3.95 3.91 -1.83
C -4.52 -6.10 -2.44
H 3.17 -2.40 3.39
H -3.45 -5.91 -2.39
C -1.11 1.40 3.95
H 0.99 1.67 -3.57
H -3.56 1.17 -2.27
H -0.49 -4.32 -0.43
O -1.93 5.15 3.01
H 3.50 1.39 -3.68
H 4.71 4.52 -1.33
H 3.45 -0.70 -1.60
H 4.60 3.22 3.54
H 2.15 -0.78 -4.26
H 2.25 -0.34 1.44
H 0.31 -2.68 0.93
C 1.42 1.01 -4.33
H 1.35 -2.03 -0.37
H 4.76 -2.60 -1.55
O -0.27 3.57 4.29
H 4.30 -0.72 4.46
O -4.33 2.91 -2.76
C 2.89 1.50 -4.57
H -4.82 0.62 0.58
H -6.73 -7.23 -2.01
H -3.36 -8.23 -2.18
H 5.92 -1.30 -1.41
H -3.40 -0.42 1.71
O 5.44 -2.66 0.23
H -6.66 -8.65 -3.05
O 1.84 4.99 -1.36
O 2.37 2.24 4.04
H -6.73 -7.09 -3.75
O 1.42 -2.28 4.38
H -1.75 0.62 4.34
O -0.78 -2.27 -0.54
C -0.82 -3.52 -1.10
O 1.40 -0.30 -3.89
H 4.55 3.60 -2.69
C -5.38 -3.88 -2.88
C 2.87 2.39 2.73
H 5.51 -3.60 0.04
C -6.29 -7.64 -2.91
H 1.53 1.78 4.04
C 2.76 -2.28 4.39
C 5.13 -1.83 -0.87
C -1.94 2.52 -3.09
H -4.30 3.86 -2.63
C 3.33 -0.92 4.90
H -0.68 2.33 5.82
H -0.17 -3.54 -1.97
H -4.46 -7.36 -4.03
H -4.62 -2.79 1.44
N -4.31 -8.54 -2.30
H -1.10 3.94 -2.02
H -3.22 2.53 -1.17
H 0.45 0.41 -1.35
H -5.00 -5.92 -1.48
H -2.24 2.91 4.97
H -1.67 1.61 3.04
O 3.30 -0.91 6.30
H 0.82 0.91 -5.23
H -3.05 -0.54 0.03
H 1.25 -1.22 2.22
C -3.73 -2.42 0.94
H 0.49 3.57 4.88
H 3.46 1.52 2.45
H 3.23 -3.04 5.01
H -4.75 -8.51 -1.39
C 0.38 -1.95 0.12
H 1.02 -2.56 5.20
H -1.10 1.86 -2.90
O -5.08 -5.21 -3.34
C -1.92 4.53 1.76
H -6.47 -3.99 -2.95
H 2.20 3.82 -2.98
N 1.30 -0.31 1.79
H -0.09 5.63 1.11
C -1.19 2.64 4.91
```

Computed properties:
- Highest occupied orbital energy (alpha / beta): 0.2241 / -7.4366 eV
- ⟨S²⟩: 0.751
- Lowest unoccupied orbital energy (alpha / beta): 1.785 / 1.759 eV
- Multiplicity: 2
- Kohn-Sham gap (alpha / beta): 1.56 / 9.20 eV
- Total charge: -1

=====

Number 1: calculated total energy -51629.916 eV. Number 2: calculated total energy -53680.489 eV. Number 3: calculated total energy -55734.885 eV. Number 4: calculated total energy -72113.597 eV.